This record from the Open Molecules 2025 dataset describes C28H34AuBrCl2N4O4Si2 as an isolated structure. The level of theory is the ωB97M-V functional and the def2-TZVPD basis.

Values from the calculation:
- 2S+1 = 1
- LUMO level (eV) = -1.751
- net charge = 0
- HOMO-LUMO gap (eV) = 5.9

Structure (XYZ):
```
76
C28H34AuBrCl2N4O4Si2 | the Open Molecules 2025 dataset | the ωB97M-V functional and the def2-TZVPD basis
Au 0.190 0.218 0.112
C -2.283 -0.170 2.882
Si -0.576 -0.096 3.585
C -0.353 -1.680 4.575
C -0.441 1.474 4.600
N 0.701 -0.040 2.297
C 1.950 -0.125 2.582
C 2.472 -0.154 3.953
C 3.784 -0.154 4.219
C 4.779 -0.150 3.162
C 4.407 -0.130 1.880
C 2.995 -0.156 1.476
N 2.595 -0.247 0.279
Si 3.581 -0.375 -1.206
C 2.448 -0.475 -2.677
C 4.559 -1.970 -1.084
C 4.657 1.152 -1.379
H -2.948 -0.304 3.744
H -2.430 -1.009 2.204
H -2.564 0.749 2.370
H -1.227 -1.813 5.219
H 0.536 -1.746 5.200
H -0.335 -2.528 3.884
H -1.338 1.560 5.220
H -0.432 2.335 3.925
H 0.430 1.551 5.250
H 1.769 -0.121 4.770
H 4.124 -0.139 5.247
H 5.827 -0.158 3.433
H 5.148 -0.127 1.093
H 1.571 -1.101 -2.505
H 3.012 -0.889 -3.519
H 2.086 0.511 -2.975
H 3.880 -2.812 -0.928
H 5.312 -1.995 -0.295
H 5.066 -2.136 -2.040
H 4.033 2.045 -1.286
H 5.094 1.165 -2.382
H 5.474 1.231 -0.661
C -2.370 -2.473 -0.479
O -2.399 -1.097 -0.150
C -3.519 -0.403 -0.462
C -4.661 -0.989 -0.974
C -5.774 -0.208 -1.267
Br -7.321 -1.048 -1.968
C -5.770 1.146 -1.060
C -4.622 1.758 -0.543
C -3.485 0.992 -0.237
O -2.361 1.522 0.251
C -4.575 3.202 -0.335
N -3.583 3.832 0.249
C -3.898 5.176 0.211
C -3.190 6.282 0.673
C -3.756 7.528 0.490
C -4.999 7.683 -0.139
C -5.714 6.595 -0.605
C -5.139 5.345 -0.417
N -5.548 4.067 -0.752
H -3.108 -3.037 0.100
H -1.370 -2.815 -0.225
H -2.539 -2.626 -1.547
H -4.702 -2.051 -1.158
H -6.656 1.720 -1.294
H -2.481 2.505 0.326
H -2.227 6.159 1.151
H -3.228 8.409 0.835
H -5.406 8.678 -0.265
H -6.672 6.717 -1.094
H -6.379 3.824 -1.260
Cl 0.826 2.941 -1.240
C -0.227 2.584 -2.641
Cl -1.667 3.618 -2.563
C -0.670 1.100 -2.828
O -1.095 0.886 -3.955
O -0.559 0.269 -1.878
H 0.335 2.879 -3.517
```

Atomic partial charges in e from the Löwdin method, atoms 1 to 2: 0.785 -0.157